[1]
Molecular formula: C27H49NO21
Method: DFT, ωB97M-V/def2-TZVPD

Geometry as ORCA input:
```
! RIJCOSX wB97M-V def2-TZVPD def2/J DEFGRID3
* xyz 0 1
C -1.738 3.670 -6.173
C -1.405 2.410 -5.424
C -0.458 2.816 -4.270
O -1.360 2.908 -3.231
C -2.558 2.371 -3.519
O -3.464 2.239 -2.720
O -2.588 1.946 -4.731
H -2.194 4.445 -5.532
H -2.317 3.568 -7.117
H -0.782 4.081 -6.615
H -0.909 1.644 -5.965
H 0.057 3.782 -4.643
H 0.260 2.119 -4.044
C -0.206 -2.611 -1.036
C -0.085 -4.087 -1.523
C 1.123 -4.269 -2.452
O 1.748 -5.402 -1.833
C 1.292 -5.655 -0.689
O 1.660 -6.544 0.063
O 0.250 -4.894 -0.420
H -0.411 -1.915 -1.947
H 0.788 -2.304 -0.777
H -0.828 -2.528 -0.195
H -0.875 -4.422 -2.161
H 2.033 -3.548 -2.438
H 0.739 -4.407 -3.474
C 0.902 0.645 4.627
O -0.253 1.260 4.995
C -1.335 0.781 4.387
O -1.358 -0.079 3.203
O -2.484 1.198 4.902
C -3.747 0.757 4.298
H 0.811 -0.458 4.579
H 1.540 0.835 5.578
H 1.355 1.016 3.734
H -3.664 -0.302 4.226
H -3.801 1.245 3.340
H -4.563 1.037 4.954
C -1.482 4.294 3.787
O -1.897 4.905 2.533
C -1.968 4.219 1.483
O -1.765 2.804 1.273
O -2.404 4.981 0.452
C -2.150 4.440 -0.744
H -0.654 3.661 3.697
H -2.273 3.593 4.124
H -1.339 5.048 4.541
H -1.048 4.208 -0.768
H -2.390 5.112 -1.565
H -2.622 3.509 -0.812
C -4.574 -1.015 -3.851
O -3.580 -0.965 -2.906
C -3.736 -0.469 -1.732
O -4.972 -0.069 -1.174
O -2.548 -0.481 -1.063
C -2.699 0.192 0.148
H -4.206 -1.279 -4.813
H -5.241 -0.115 -3.989
H -5.308 -1.789 -3.603
H -3.107 1.237 -0.111
H -1.691 0.367 0.508
H -3.422 -0.170 0.892
C 5.572 -2.616 0.206
O 4.374 -2.185 -0.295
C 4.288 -1.610 -1.534
O 5.413 -1.255 -2.352
O 3.046 -1.234 -1.924
C 2.833 -0.399 -3.134
H 5.724 -2.272 1.193
H 6.388 -2.096 -0.168
H 5.947 -3.722 0.145
H 3.277 -0.947 -3.895
H 3.231 0.643 -3.061
H 1.732 -0.312 -3.356
C 2.001 -2.149 6.675
O 1.713 -2.859 5.465
C 2.302 -2.678 4.385
O 3.279 -1.667 4.225
O 1.989 -3.559 3.382
C 2.629 -3.382 2.123
H 1.630 -1.078 6.718
H 3.055 -2.147 6.901
H 1.512 -2.806 7.416
H 3.738 -3.422 2.165
H 2.315 -2.518 1.591
H 2.342 -4.287 1.474
C 2.268 0.296 0.846
C 0.840 0.704 0.591
C 0.453 1.031 -0.844
C 1.347 2.044 -1.526
N 1.975 2.828 -2.081
H 2.855 1.189 0.781
H 2.767 -0.268 0.112
H 2.487 -0.243 1.761
H 0.573 1.670 1.077
H 0.181 -0.100 1.032
H -0.467 1.674 -0.833
H 0.294 0.166 -1.527
*
```

SMILES: C[C@H]1COC(=O)O1.C[C@H]1COC(=O)O1.COC(=O)OC.COC(=O)OC.COC(=O)OC.COC(=O)OC.COC(=O)OC.CCCC#N
Relative energy (zero: lowest compared OMol25 entry of this formula, charge and spin): 87.7 kcal/mol
Gap between HOMO and LUMO: 0.3626 Eh
E_tot: -2692.64303 Eh

=====

[2]
Molecular formula: C27H49NP2Pt
Method: DFT, ωB97M-V/def2-TZVPD

Geometry as ORCA input:
```
! RIJCOSX wB97M-V def2-TZVPD def2/J DEFGRID3
* xyz 2 5
P 0.436 -2.587 -2.926
P 0.571 1.034 -2.777
C 0.301 -1.337 -4.283
C 1.198 -0.130 -4.055
H -0.764 -1.055 -4.344
H 0.548 -1.828 -5.238
H 2.222 -0.407 -3.756
H 1.257 0.451 -4.987
C 0.305 2.423 -3.939
H 0.078 3.346 -3.398
H -0.480 2.216 -4.669
H 1.246 2.557 -4.480
C 1.940 1.715 -1.873
H 2.409 2.426 -2.567
H 2.654 0.929 -1.603
H 1.588 2.247 -0.978
C -0.087 -4.040 -3.880
H 0.112 -4.944 -3.295
H 0.474 -4.081 -4.823
H -1.155 -3.997 -4.117
C 2.138 -2.838 -2.446
H 2.647 -1.914 -2.134
H 2.696 -3.255 -3.300
H 2.186 -3.556 -1.616
Pt 1.446 -0.994 1.173
C -1.474 1.242 -2.293
C -2.351 0.998 -3.382
C -3.546 0.162 -3.392
C -3.434 -1.119 -2.454
C -2.380 -2.034 -2.893
C -1.217 -2.196 -2.082
C -0.637 -1.000 -1.201
C -1.339 0.344 -1.004
C 1.087 -2.954 1.187
H -1.358 2.302 -2.018
H -2.334 1.804 -4.132
H -3.777 -0.163 -4.419
H -4.426 0.755 -3.062
H -3.242 -0.781 -1.419
H -4.426 -1.601 -2.486
H -2.676 -2.846 -3.567
H -1.278 -3.148 -1.501
H 0.390 -0.701 -1.608
H -0.301 -1.434 -0.223
H -2.258 0.277 -0.426
H -0.684 0.858 -0.284
H 2.084 -3.342 1.437
H 0.704 -3.278 0.209
H 0.390 -3.101 2.021
C 3.489 0.809 6.056
C 2.584 1.369 5.006
C 2.217 2.718 5.007
C 1.361 3.256 4.041
C 1.015 4.718 4.089
C 0.824 2.414 3.085
C 1.085 1.027 3.132
C 2.051 0.525 4.027
N 0.329 0.128 2.367
C -1.085 -0.061 2.822
C -1.163 -0.295 4.334
C -1.859 1.218 2.558
C -1.753 -1.203 2.084
H 4.415 1.392 6.120
H 3.034 0.812 7.057
H 3.742 -0.225 5.803
H 2.643 3.390 5.759
H 0.311 4.959 4.902
H 1.925 5.307 4.263
H 0.562 5.051 3.148
H 0.149 2.793 2.310
H 2.270 -0.549 4.001
H -0.746 0.549 4.899
H -2.230 -0.390 4.583
H -0.655 -1.212 4.648
H -1.718 1.591 1.538
H -2.917 0.980 2.700
H -1.572 2.013 3.255
H -2.494 -1.655 2.746
H -2.252 -0.876 1.172
H -1.041 -1.978 1.794
*
```

<S²>: 6.040
Relative energy (zero: lowest compared OMol25 entry of this formula, charge and spin): 30.0 kcal/mol
Gap between HOMO and LUMO (spin up / spin down): 0.2315 / 0.2128 Eh
E_tot: -1914.11498 Eh

=====

[3]
Molecular formula: C27H50N3O6
Method: DFT, ωB97M-V/def2-TZVPD

Geometry as ORCA input:
```
! RIJCOSX wB97M-V def2-TZVPD def2/J DEFGRID3
* xyz 1 1
C 0.849 -1.931 0.453
C 0.799 -0.621 0.937
N -0.321 0.097 0.986
C -1.442 -0.481 0.557
C -1.475 -1.775 0.083
N -2.741 -2.395 -0.355
C -3.334 -3.282 0.714
C -3.924 -2.463 1.865
N -4.493 -1.199 1.454
C -4.885 -1.122 0.065
C -3.780 -1.470 -0.938
C -0.315 -2.530 0.017
H 1.792 -2.453 0.421
H 1.705 -0.149 1.292
H -2.338 0.123 0.585
H -2.479 -3.023 -1.110
H -2.521 -3.905 1.073
H -4.083 -3.898 0.221
H -4.673 -3.095 2.345
H -3.145 -2.287 2.605
H -3.948 -0.406 1.748
H -5.186 -0.096 -0.135
H -5.745 -1.756 -0.117
H -3.293 -0.593 -1.352
H -4.233 -2.013 -1.766
H -0.315 -3.543 -0.363
C 5.451 0.700 3.561
C 4.658 0.919 2.301
O 3.505 0.548 2.208
C 5.358 1.628 1.173
H 4.840 0.186 4.300
H 6.342 0.104 3.353
H 5.774 1.661 3.966
H 6.248 1.072 0.878
H 5.671 2.623 1.490
H 4.695 1.719 0.318
C -6.998 -5.766 -1.943
C -7.218 -4.451 -1.244
O -6.389 -3.563 -1.281
C -8.515 -4.282 -0.499
H -6.034 -5.764 -2.445
H -7.031 -6.583 -1.221
H -7.786 -5.931 -2.679
H -8.601 -5.046 0.275
H -9.355 -4.397 -1.185
H -8.556 -3.297 -0.041
C -4.467 3.968 -0.187
C -3.510 2.908 0.283
O -3.639 1.746 -0.054
C -2.387 3.345 1.185
H -5.226 3.528 -0.829
H -4.947 4.440 0.672
H -3.927 4.738 -0.739
H -2.795 3.793 2.092
H -1.779 4.098 0.681
H -1.756 2.497 1.447
C 4.107 4.101 -2.850
C 5.017 4.354 -1.673
O 5.808 3.520 -1.298
C 4.881 5.688 -0.982
H 4.316 3.115 -3.259
H 3.063 4.155 -2.543
H 4.272 4.855 -3.621
H 3.863 5.813 -0.607
H 5.085 6.496 -1.686
H 5.583 5.746 -0.153
C 6.682 -3.449 3.359
C 8.041 -2.812 3.182
O 8.268 -1.689 3.564
C 9.100 -3.648 2.506
H 6.012 -2.752 3.856
H 6.268 -3.722 2.387
H 6.771 -4.356 3.960
H 8.773 -3.928 1.503
H 9.274 -4.562 3.076
H 10.025 -3.082 2.440
C 0.400 2.687 -4.495
C 0.115 4.010 -3.825
O 0.923 4.906 -3.823
C -1.232 4.152 -3.155
H 1.393 2.708 -4.937
H 0.346 1.878 -3.764
H -0.338 2.496 -5.276
H -1.340 3.389 -2.380
H -2.030 4.015 -3.886
H -1.315 5.140 -2.708
*
```

Relative energy (zero: lowest compared OMol25 entry of this formula, charge and spin): 0.0 kcal/mol
Gap between HOMO and LUMO: 0.3154 Eh
E_tot: -1674.26435 Eh

=====

[4]
Molecular formula: C27H50N4NaO14PS
Method: DFT, ωB97M-V/def2-TZVPD

Geometry as ORCA input:
```
! RIJCOSX wB97M-V def2-TZVPD def2/J DEFGRID3
* xyz 0 1
C 1.577 0.812 6.449
C 0.271 1.421 5.795
C 0.487 2.036 4.369
O 1.416 1.300 3.557
C 0.863 0.990 2.272
C 1.671 -0.240 1.697
C 0.487 -1.297 1.438
C -0.418 -0.850 0.243
C -1.859 -1.650 0.201
C 2.674 -1.017 2.609
N 3.943 -0.749 1.871
O 5.021 -1.517 2.250
C 6.009 -0.552 2.749
C 6.904 -0.011 1.577
C 8.133 0.832 2.119
C 3.529 -0.921 0.507
N 4.143 -1.611 -0.446
S 3.604 -1.730 -2.083
C 4.179 -0.313 -3.126
O 2.116 -1.753 -2.207
O 4.128 -3.003 -2.653
N 2.302 -0.153 0.350
P 2.991 1.384 -0.177
C 1.825 2.348 -1.281
C 3.666 2.412 1.236
H 1.599 0.988 7.562
H 1.574 -0.308 6.338
H 2.528 1.252 6.049
H -0.514 0.616 5.821
H -0.089 2.231 6.489
H -0.514 2.199 3.897
H 0.937 3.060 4.521
H 0.882 1.904 1.615
H -0.210 0.698 2.426
H -0.165 -1.426 2.339
H 0.928 -2.300 1.174
H -0.636 0.288 0.235
H 0.057 -1.064 -0.760
H -2.559 -1.250 1.019
H -1.609 -2.754 0.295
H -2.296 -1.444 -0.857
H 2.541 -2.127 2.471
H 2.639 -0.904 3.716
H 5.429 0.310 3.174
H 6.675 -0.993 3.527
H 7.321 -0.903 1.040
H 6.343 0.630 0.844
H 9.072 0.234 1.970
H 7.996 1.106 3.200
H 8.219 1.781 1.528
H 5.011 -2.083 -0.171
H 3.739 0.641 -2.761
H 5.295 -0.321 -3.140
H 3.789 -0.548 -4.149
H 1.844 3.456 -1.109
H 0.774 1.943 -1.281
H 2.197 2.204 -2.335
H 4.700 2.793 1.067
H 2.998 3.318 1.339
H 3.593 1.888 2.227
C -3.353 -5.218 -0.277
O -2.195 -4.953 0.171
O -3.379 -5.168 -1.658
O -4.409 -5.500 0.306
H -2.435 -4.937 -1.733
Na -2.253 0.170 -0.907
C -7.905 1.066 -4.455
C -7.315 0.212 -3.531
C -5.999 -0.199 -3.706
C -5.270 0.251 -4.800
C -5.859 1.108 -5.723
C -7.178 1.512 -5.553
H -8.932 1.384 -4.321
H -7.881 -0.133 -2.674
H -5.542 -0.871 -2.989
H -4.242 -0.066 -4.934
H -5.290 1.460 -6.576
H -7.638 2.176 -6.275
C -0.554 2.252 -6.020
C -1.887 2.939 -5.936
O -2.538 2.228 -4.885
C -1.578 1.679 -4.114
O -1.782 1.160 -3.056
O -0.357 1.789 -4.684
H 0.247 2.926 -6.321
H -0.566 1.391 -6.693
H -1.801 3.990 -5.652
H -2.454 2.868 -6.863
N -2.903 2.955 2.244
O -1.897 3.644 1.958
O -3.065 1.838 1.695
O -3.726 3.366 3.070
C -6.614 -4.966 2.716
O -5.643 -4.064 3.223
H -7.404 -5.088 3.457
H -7.042 -4.568 1.793
H -6.148 -5.934 2.520
H -4.961 -3.983 2.545
*
```

Gap between HOMO and LUMO: 0.1673 Eh
E_tot: -3232.60067 Eh

=====

Q: Which of these has the lowest E_tot?
A: C27H50N4NaO14PS

=====

Q: The lowest E_tot belongs to which entry?
A: C27H50N4NaO14PS